1.
{"formula": "C16H28Br12O12", "method": "wB97M-V/def2-TZVPD", "species": ["C", "O", "C", "O", "O", "C", "H", "H", "H", "H", "H", "H", "C", "O", "C", "O", "O", "C", "H", "H", "H", "H", "H", "H", "C", "O", "C", "O", "O", "C", "H", "H", "H", "H", "H", "H", "C", "O", "C", "O", "O", "C", "H", "H", "H", "H", "H", "H", "C", "Br", "Br", "Br", "H", "C", "Br", "Br", "Br", "H", "C", "Br", "Br", "Br", "H", "C", "Br", "Br", "Br", "H"], "coordinates": [[4.470825, -0.945318, -4.624567], [3.475063, -0.760851, -5.625208], [2.264649, -0.252413, -5.262295], [1.955722, 0.095886, -4.141906], [1.503078, -0.192769, -6.410092], [0.073362, 0.041740, -6.403966], [5.065008, -0.031506, -4.622885], [5.051463, -1.770523, -5.036867], [4.066657, -1.219515, -3.650110], [-0.496187, -0.267118, -5.527423], [-0.266604, -0.629875, -7.192286], [-0.192905, 1.066517, -6.662873], [-4.384554, 3.721014, -0.752114], [-3.200829, 3.607425, -1.508603], [-2.685320, 2.347102, -1.802367], [-3.382936, 1.351398, -1.749655], [-1.358716, 2.441304, -2.099637], [-0.714281, 1.250324, -2.497520], [-4.537875, 2.852164, -0.112027], [-5.204485, 3.770434, -1.468604], [-4.387418, 4.543973, -0.037389], [-0.825914, 0.390722, -1.836663], [0.337089, 1.536508, -2.468902], [-1.005012, 0.954084, -3.505399], [-3.629675, 3.990691, 3.556422], [-3.254777, 2.673932, 3.108480], [-4.240300, 1.983461, 2.507230], [-5.395622, 2.280147, 2.593992], [-3.761480, 0.856477, 1.801571], [-2.385489, 0.692201, 1.188628], [-2.741415, 4.576092, 3.793892], [-4.324530, 3.775722, 4.368253], [-4.152062, 4.523216, 2.761666], [-2.435849, -0.163171, 0.514890], [-1.713077, 0.487369, 2.021705], [-2.046937, 1.552823, 0.611745], [1.559441, -1.973064, -1.611104], [1.283685, -2.759451, -0.399517], [0.376463, -2.262012, 0.484364], [-0.212783, -1.165587, 0.390191], [0.132984, -3.138677, 1.497283], [-0.753170, -2.769859, 2.512239], [0.731290, -1.505254, -2.143477], [2.039938, -2.648380, -2.319040], [2.255232, -1.193259, -1.301469], [-0.914392, -3.646949, 3.138988], [-1.751687, -2.442512, 2.222575], [-0.293535, -1.934449, 3.040383], [4.970611, 2.297462, 0.810603], [4.080620, 3.118329, 2.342563], [3.848267, 1.049226, -0.201826], [6.591053, 1.368543, 1.415368], [5.315390, 3.063317, 0.115847], [-4.371838, -3.894845, 5.104649], [-4.449739, -1.962046, 4.985314], [-3.997851, -4.387162, 6.964339], [-3.003760, -4.649969, 3.840903], [-5.311340, -4.248085, 4.679614], [4.867644, -3.119330, -0.450344], [5.997446, -2.072769, 0.746942], [4.681310, -4.976858, 0.345394], [5.804429, -3.350120, -2.183184], [3.898493, -2.644079, -0.601936], [2.082787, 0.237727, 4.534906], [2.594535, 1.830274, 5.534206], [2.041659, -1.500057, 5.525448], [3.305290, -0.224699, 2.974954], [1.062861, 0.374934, 4.175707]], "forces_ev_per_a": [[0.17, -0.02, -0.50], [-2.12, 0.42, -0.20], [0.01, 0.14, -0.56], [-0.05, -0.48, -1.06], [0.70, -0.06, 1.57], [-0.02, -0.61, -0.35], [0.12, -0.14, 0.50], [0.19, 0.10, 0.33], [-0.03, 0.25, -0.12], [0.68, 0.08, 0.44], [-0.08, 0.26, -0.14], [0.40, 0.02, 0.11], [-0.95, -1.26, 0.14], [2.67, -0.75, -0.41], [-1.56, 0.43, 0.75], [1.51, 0.95, -0.35], [-2.44, 0.58, 0.71], [1.02, -0.46, -0.28], [-0.03, -0.34, -0.28], [-0.25, 0.23, 0.36], [0.49, 0.46, -0.65], [-0.45, 0.26, 0.30], [-0.03, -0.23, -0.32], [-0.01, 0.13, 0.00], [-0.72, -0.56, -0.13], [0.89, -0.12, -0.99], [1.61, -1.23, -0.92], [0.08, -0.54, -0.35], [-0.32, 1.56, 0.15], [-1.04, 0.35, 1.38], [-0.01, -0.54, 0.33], [0.17, 0.87, 0.26], [-0.14, -0.12, 0.00], [-0.37, 0.15, 0.34], [0.11, 0.04, -0.26], [-0.29, 0.18, 0.31], [0.42, 0.05, 0.65], [-1.22, 0.40, 0.31], [-1.70, 1.87, 0.11], [1.84, -2.70, -0.03], [1.35, -0.08, -2.71], [-0.34, 0.85, 0.91], [-0.39, -0.22, 0.66], [0.05, -0.15, 0.32], [-0.03, 0.13, -0.26], [0.72, 0.40, -0.12], [0.13, -0.01, -0.71], [-0.13, -0.11, 0.48], [0.31, -0.47, 0.28], [0.26, -0.03, -0.86], [0.21, 0.67, 0.16], [-0.39, 0.45, -0.12], [-0.31, -0.14, 0.28], [0.78, 0.17, -0.39], [0.10, -0.32, -0.17], [-0.36, -0.10, -1.02], [-1.23, 0.15, 1.11], [0.17, -0.21, 0.71], [1.30, -1.35, 0.28], [-0.70, -0.28, -0.49], [-0.26, 1.46, -0.58], [-0.66, 0.27, 0.72], [0.26, -0.29, 0.15], [0.76, -1.28, -0.47], [-0.13, -1.00, -0.41], [-0.14, 1.25, 0.02], [-1.04, 0.56, 1.15], [0.43, 0.08, -0.12]], "charge": 0, "largest_force_ev_per_a": 3.27, "homo_lumo_gap_ev": 9.38, "mol_weight_g_mol": 1371.24}

=====

2.
{"formula": "C16H28Br8O6", "method": "wB97M-V/def2-TZVPD", "species": ["C", "C", "C", "O", "C", "O", "O", "H", "H", "H", "H", "H", "H", "C", "C", "C", "O", "C", "O", "O", "H", "H", "H", "H", "H", "H", "Br", "C", "C", "Br", "H", "H", "H", "H", "Br", "C", "C", "Br", "H", "H", "H", "H", "Br", "C", "C", "Br", "H", "H", "H", "H", "Br", "C", "C", "Br", "H", "H", "H", "H"], "coordinates": [[2.797942, -1.804003, -3.036094], [2.124311, -0.516495, -3.544115], [0.669315, -0.636428, -3.976884], [0.007704, 0.432922, -3.262843], [0.878685, 1.033376, -2.444043], [0.628680, 1.930911, -1.709578], [2.076419, 0.409460, -2.458739], [3.801591, -1.592420, -2.672488], [2.876364, -2.476464, -3.896930], [2.285021, -2.370837, -2.257924], [2.828956, -0.181994, -4.307714], [0.163740, -1.554609, -3.703657], [0.594037, -0.443695, -5.045531], [-1.848162, 0.214535, 4.747664], [-3.098233, 0.877207, 4.156402], [-3.636892, 2.008881, 5.038571], [-3.494232, 3.181182, 4.241416], [-3.136573, 2.815585, 2.984254], [-3.060346, 3.541735, 2.052658], [-2.828174, 1.525271, 2.938187], [-2.092439, -0.113045, 5.762573], [-1.040781, 0.910950, 5.015187], [-1.442764, -0.505894, 4.042862], [-3.759367, 0.010846, 4.095722], [-3.074928, 2.115659, 5.966650], [-4.667422, 1.829580, 5.350608], [-2.325452, -2.370507, -3.713481], [-3.636257, -0.892725, -3.826343], [-3.192589, 0.217606, -4.764738], [-4.469409, 0.594446, -6.199993], [-3.570367, -0.496549, -2.818833], [-4.622088, -1.289122, -4.032154], [-2.276437, -0.040942, -5.291984], [-2.907346, 1.105468, -4.204363], [0.482094, 2.579684, 2.316329], [0.036288, 4.468827, 2.222601], [1.261300, 5.311454, 2.000197], [1.870133, 5.337788, 0.108283], [-0.259769, 4.663299, 3.255157], [-0.833905, 4.601734, 1.592083], [2.070578, 5.065871, 2.677417], [0.991083, 6.357117, 2.139940], [3.812655, -4.908356, -1.824260], [4.297857, -5.232418, 0.059410], [5.078086, -4.061619, 0.630919], [6.772208, -3.727096, -0.244795], [4.906414, -6.133045, 0.097686], [3.392351, -5.414847, 0.631713], [5.304801, -4.418030, 1.637031], [4.489744, -3.154667, 0.613591], [-2.205966, -0.628420, -0.478414], [-0.600680, -0.553031, 0.632151], [0.324319, -1.657751, 0.121962], [2.153753, -1.446926, 0.758808], [-1.007317, -0.730573, 1.620342], [-0.247406, 0.468821, 0.539264], [0.407481, -1.712430, -0.953703], [-0.048607, -2.545277, 0.621963]], "forces_ev_per_a": [[-0.40, -0.11, -0.58], [1.07, -1.54, 1.22], [0.12, 0.67, -0.17], [0.01, -0.21, -0.74], [0.34, -0.17, 0.93], [-0.31, 0.33, 0.00], [-0.03, 0.37, -0.50], [0.02, 0.08, -0.06], [0.16, -0.04, 0.06], [-0.29, 0.38, 0.02], [-0.49, 0.64, -0.19], [0.26, -0.16, -0.03], [-0.33, -0.12, -0.02], [0.49, 1.40, 0.44], [1.16, -0.63, 1.67], [-0.15, -0.35, 0.52], [-0.33, -0.18, -0.06], [0.13, 0.35, 0.25], [-0.02, 0.54, -0.17], [-0.22, -1.13, -0.62], [-0.26, -0.95, -0.41], [-0.13, 0.31, -0.71], [-0.07, -0.45, 0.42], [-0.67, 0.56, -0.80], [0.25, 0.16, -0.16], [-0.16, 0.34, -0.38], [-0.70, 0.04, -0.42], [0.62, 0.29, 0.48], [0.81, -0.30, -0.48], [0.15, 0.07, 0.48], [-0.41, -0.08, 0.08], [0.10, -0.20, -0.08], [-0.16, -0.23, -0.06], [-0.62, 0.24, -0.13], [0.04, -0.17, -0.23], [0.33, -0.18, 1.13], [-0.48, 0.74, -1.11], [-0.04, -0.31, 0.76], [-0.22, 0.15, -0.09], [0.25, 0.04, -0.36], [0.17, -0.22, -0.25], [-0.02, -0.04, 0.19], [-0.03, -0.32, 0.58], [0.51, 0.25, -0.65], [-0.36, -0.97, 0.19], [-0.15, -0.04, 0.04], [-0.04, -0.01, -0.26], [-0.14, 0.23, -0.13], [0.14, 0.63, 0.14], [0.10, 0.15, 0.12], [-0.14, 0.04, 0.08], [-0.13, 0.22, -0.72], [-0.36, 0.46, 1.20], [-0.02, 0.16, 0.19], [0.44, -0.06, 0.19], [0.23, -0.09, -0.05], [-0.27, -0.10, -0.07], [0.22, -0.49, -0.67]], "charge": 0, "smiles": "C[C@H]1COC(=O)O1.C[C@H]1COC(=O)O1.BrCCBr.BrCCBr.BrCCBr.BrCCBr", "largest_force_ev_per_a": 2.23, "homo_lumo_gap_ev": 10.02, "mol_weight_g_mol": 955.63, "e_above_lowest_kcal_mol": 0.0}

=====

3.
{"formula": "C16H28FNO12", "method": "wB97M-V/def2-TZVPD", "species": ["N", "H", "H", "H", "H", "F", "C", "C", "C", "O", "C", "O", "O", "H", "H", "H", "H", "H", "H", "C", "C", "C", "O", "C", "O", "O", "H", "H", "H", "H", "H", "H", "C", "C", "C", "O", "C", "O", "O", "H", "H", "H", "H", "H", "H", "C", "C", "C", "O", "C", "O", "O", "H", "H", "H", "H", "H", "H"], "coordinates": [[16.027000, 22.804000, 25.955000], [16.850000, 23.339000, 26.651000], [15.493000, 22.447000, 26.551000], [16.541000, 22.185000, 25.240000], [15.396000, 23.410000, 25.450000], [15.926000, 23.416000, 28.798000], [13.333000, 24.986000, 27.817000], [12.240000, 24.908000, 28.914000], [12.733000, 24.371000, 30.288000], [12.140000, 25.413000, 31.101000], [11.603000, 26.466000, 30.293000], [11.044000, 27.508000, 30.854000], [11.700000, 26.205000, 29.117000], [12.916000, 25.551000, 26.935000], [13.691000, 23.943000, 27.618000], [14.086000, 25.691000, 28.190000], [11.479000, 24.194000, 28.447000], [13.798000, 24.393000, 30.194000], [12.450000, 23.365000, 30.432000], [18.312000, 27.049000, 28.190000], [16.906000, 26.533000, 28.555000], [16.664000, 26.231000, 30.071000], [15.834000, 27.238000, 30.523000], [15.370000, 27.949000, 29.606000], [14.531000, 28.868000, 29.737000], [15.929000, 27.650000, 28.405000], [18.982000, 26.132000, 28.412000], [18.660000, 27.862000, 28.726000], [18.428000, 27.318000, 27.360000], [16.727000, 25.637000, 28.195000], [17.589000, 26.153000, 30.589000], [15.923000, 25.509000, 30.044000], [13.010000, 22.240000, 32.969000], [14.281000, 21.508000, 32.585000], [15.390000, 22.370000, 31.902000], [16.551000, 22.213000, 32.632000], [16.406000, 21.442000, 33.653000], [17.183000, 21.125000, 34.394000], [15.174000, 21.100000, 33.784000], [13.162000, 23.353000, 32.970000], [12.600000, 21.726000, 33.930000], [12.567000, 22.065000, 31.953000], [14.118000, 20.555000, 32.194000], [15.001000, 23.633000, 31.777000], [15.436000, 21.982000, 30.911000], [19.542000, 21.148000, 30.553000], [19.847000, 22.388000, 29.709000], [18.985000, 23.661000, 30.012000], [19.958000, 24.609000, 30.363000], [21.173000, 24.267000, 30.144000], [22.282000, 24.838000, 30.317000], [21.243000, 22.934000, 29.945000], [20.268000, 20.614000, 30.517000], [18.581000, 20.802000, 30.182000], [19.372000, 21.590000, 31.489000], [19.918000, 22.204000, 28.656000], [18.333000, 23.621000, 30.886000], [18.348000, 24.019000, 29.258000]], "forces_ev_per_a": [[9.31, 4.76, -5.53], [-3.25, -1.31, -1.84], [-5.41, -5.07, 7.08], [-1.30, 0.76, 1.72], [0.40, 1.04, -0.33], [0.32, -0.12, -1.10], [-0.83, 1.00, 0.25], [0.29, -2.89, -2.84], [-0.92, 3.45, -2.38], [-0.02, 0.21, 0.24], [-2.94, 5.23, 10.63], [3.11, -5.66, -3.07], [0.40, -1.46, -6.15], [0.20, -1.08, 0.57], [0.01, 1.19, 0.10], [0.45, -0.67, -0.09], [0.24, 1.31, 0.96], [0.95, 0.31, 0.78], [-0.97, -0.75, 0.75], [-1.67, -7.14, 11.64], [1.56, 6.28, 3.70], [0.37, 0.52, -2.27], [0.96, 0.43, 4.26], [-3.62, 5.47, -2.64], [2.51, -3.00, -0.48], [0.28, -1.59, -0.99], [-0.61, 1.60, -0.41], [0.40, 1.44, 1.96], [1.22, 3.32, -12.93], [-1.74, -3.89, -3.17], [0.31, -0.39, 0.96], [0.06, -3.20, 0.42], [0.78, -0.66, -0.43], [3.48, 2.02, 3.64], [-3.48, 2.94, -1.07], [1.66, 2.37, -3.20], [-4.71, 1.02, -2.21], [7.01, -2.14, 5.25], [-5.19, -0.84, -0.35], [-0.14, -1.12, 0.80], [0.04, 1.21, -2.10], [-1.25, -0.01, 1.38], [-0.48, -1.25, -1.23], [1.50, -3.88, 0.68], [0.93, 0.28, -1.04], [-8.12, 8.32, -1.19], [1.07, 1.34, 0.17], [0.58, -1.54, 1.47], [-1.16, 3.35, -0.02], [6.57, -1.25, 1.64], [-4.53, -0.41, -0.88], [-1.96, -1.21, -0.52], [8.34, -7.16, -0.32], [0.13, -0.64, 0.04], [-0.17, -0.11, 1.79], [-0.51, -0.40, -0.67], [0.06, -0.71, 0.08], [-0.54, 0.33, -1.50]], "charge": 0, "largest_force_ev_per_a": 13.76, "homo_lumo_gap_ev": 8.29, "mol_weight_g_mol": 445.39, "e_above_lowest_kcal_mol": 97.7}